Entry 1:
A gas-phase ion, C23H33N6OS (charge +1) at a distorted geometry, computed with the ωB97M-V functional and the def2-TZVPD basis.

Structure (SMILES): COc1ccccc1C[NH+]1CCN([C@H](CC(C)C)c2nnnn2Cc2cccs2)CC1
F_max (eV/A): 1.4
ΔE to the lowest compared entry with this formula, charge and spin (kcal per mole): 3.5
Charge: +1
HOMO level (eV): -11.207
Electronic energy (eV): -46203.0218
LUMO energy (eV): -1.9

XYZ file:
```
64
Properties=species:S:1:pos:R:3:lowdin_charge:R:1
C -4.013 -0.152 2.647 -0.0706
O -3.760 0.393 1.369 -0.1123
C -3.870 -0.422 0.286 -0.2561
C -4.173 -1.777 0.327 -0.0104
C -4.260 -2.502 -0.848 -0.0582
C -4.056 -1.895 -2.075 -0.0749
C -3.755 -0.546 -2.123 -0.0393
C -3.658 0.196 -0.957 -0.1565
C -3.315 1.659 -0.966 -0.0660
N -1.888 1.852 -0.606 -0.1243
C -1.539 3.232 -0.240 -0.0848
C -0.198 3.220 0.505 -0.1238
N 0.743 2.282 -0.080 -0.1437
C 1.441 1.366 0.792 -0.2085
C 2.861 1.060 0.294 -0.1297
C 3.818 2.262 0.334 -0.4067
C 5.253 1.745 0.233 -0.0677
C 3.557 3.270 -0.781 -0.0642
C 0.611 0.143 1.100 -0.1782
N -0.710 0.183 1.043 0.0876
N -1.166 -0.993 1.451 0.0346
N -0.212 -1.749 1.763 0.0939
N 0.933 -1.088 1.568 -0.0643
C 2.167 -1.793 1.789 -0.1283
C 2.859 -2.115 0.498 -0.5242
C 4.167 -2.425 0.300 -0.1232
C 4.464 -2.703 -1.054 -0.1672
C 3.382 -2.597 -1.861 -0.3911
S 1.964 -2.167 -0.992 1.0318
C 0.448 1.927 -1.441 -0.1263
C -0.978 1.365 -1.664 -0.0826
H -3.897 0.674 3.347 0.0975
H -5.030 -0.545 2.719 0.1018
H -3.291 -0.938 2.883 0.0791
H -4.336 -2.274 1.268 0.1111
H -4.495 -3.554 -0.801 0.1125
H -4.134 -2.466 -2.986 0.1067
H -3.605 -0.060 -3.076 0.1168
H -3.499 2.106 -1.945 0.1427
H -3.919 2.169 -0.213 0.1379
H -1.645 1.220 0.239 0.1146
H -2.311 3.644 0.410 0.1406
H -1.488 3.839 -1.147 0.1429
H 0.224 4.235 0.483 0.1298
H -0.375 2.956 1.551 0.1286
H 1.557 1.890 1.752 0.1662
H 3.289 0.298 0.941 0.0914
H 2.837 0.655 -0.717 0.1050
H 3.700 2.769 1.298 0.1396
H 5.395 1.200 -0.698 0.0860
H 5.956 2.573 0.254 0.0815
H 5.491 1.080 1.060 0.0776
H 3.634 2.788 -1.753 0.0877
H 2.573 3.714 -0.684 0.0591
H 4.297 4.064 -0.738 0.0832
H 1.878 -2.717 2.304 0.1398
H 2.823 -1.220 2.453 0.1406
H 4.897 -2.457 1.089 0.1206
H 5.445 -2.968 -1.405 0.1096
H 3.316 -2.749 -2.920 0.0673
H 0.575 2.828 -2.052 0.1306
H 1.173 1.196 -1.792 0.1202
H -0.987 0.274 -1.641 0.1282
H -1.348 1.692 -2.637 0.1385
```

Entry 2:
A gas-phase ion, C23H33OSi (charge +1) at a distorted geometry, computed with the ωB97M-V functional and the def2-TZVPD basis.

F_max (eV/A): 2.5
ΔE to the lowest compared entry with this formula, charge and spin (kcal per mole): 27.4
Charge: +1
HOMO level (eV): -11.202
Electronic energy (eV): -34303.9137
LUMO energy (eV): -5.4

XYZ file:
```
58
Properties=species:S:1:pos:R:3:lowdin_charge:R:1
C -3.567 -1.303 -1.503 -0.1452
C -2.793 -0.208 -2.244 -0.3127
Si -2.376 1.322 -1.251 0.6306
C -1.608 2.637 -2.331 -0.3014
C -1.369 2.278 -3.800 -0.1471
C -4.006 1.990 -0.571 -0.3078
C -5.052 2.439 -1.601 -0.1356
C -1.139 0.918 0.179 -0.1450
C 0.101 0.326 -0.246 0.0463
C 1.420 0.968 -0.120 -0.0929
H -3.783 -2.129 -2.194 0.0788
H -2.989 -1.718 -0.668 0.0654
H -4.525 -0.936 -1.113 0.0697
H -1.848 -0.610 -2.637 0.0756
H -3.368 0.141 -3.118 0.0861
H -2.266 3.517 -2.258 0.0807
H -0.656 2.921 -1.857 0.0695
H -0.933 3.140 -4.324 0.0787
H -0.669 1.437 -3.910 0.0706
H -2.303 2.014 -4.316 0.0736
H -4.435 1.214 0.081 0.0749
H -3.746 2.837 0.083 0.0811
H -5.939 2.821 -1.078 0.0805
H -4.680 3.246 -2.244 0.0695
H -5.385 1.615 -2.247 0.0725
H -0.932 1.864 0.711 0.1181
H -1.738 0.244 0.827 0.1378
H 0.094 -0.707 -0.592 0.1398
H 1.900 0.845 -1.112 0.1541
H 1.285 2.053 0.032 0.1350
C -0.987 -4.065 4.115 -0.0567
O -0.575 -2.741 4.533 -0.0807
C 0.328 -2.103 3.736 -0.2634
C 0.775 -0.829 4.145 0.0135
C 1.550 -0.065 3.294 -0.0191
C 1.860 -0.514 1.997 -0.2076
C 2.434 0.459 0.970 -0.1855
C 3.764 0.025 0.318 -0.1862
C 4.590 1.047 -0.175 -0.0478
C 5.625 0.745 -1.060 -0.0706
C 5.847 -0.586 -1.441 -0.0764
C 5.170 -1.619 -0.776 -0.0631
C 4.191 -1.307 0.176 -0.0328
C 1.511 -1.819 1.639 -0.0683
C 0.780 -2.630 2.503 -0.0030
H -1.696 -4.389 4.878 0.0966
H -1.478 -4.036 3.128 0.0934
H -0.126 -4.754 4.078 0.1014
H 0.458 -0.467 5.115 0.1248
H 1.910 0.912 3.622 0.1228
H 2.675 1.365 1.535 0.1342
H 4.405 2.079 0.130 0.1196
H 6.235 1.549 -1.482 0.1123
H 6.595 -0.825 -2.202 0.1100
H 5.401 -2.660 -1.003 0.1103
H 3.777 -2.096 0.801 0.1002
H 1.786 -2.206 0.656 0.1131
H 0.502 -3.644 2.192 0.1081
```

Entry 3:
A molecular structure, C23H34B2F4LaN8O6S3 at a distorted geometry, computed with the ωB97M-V functional and the def2-TZVPD basis.

F_max (eV/A): 4.6
Charge: +1
HOMO level (spin up / spin down) (eV): -10.035 / -10.034
Electronic energy (eV): -94191.6224
LUMO energy (spin up / spin down) (eV): -6.7 / -6.7

XYZ file:
```
81
Properties=species:S:1:pos:R:3:lowdin_charge:R:1
La 0.604 0.708 -0.523 1.9059
C 2.237 4.748 0.891 0.0104
C 1.954 3.450 0.177 -0.2413
N 0.737 3.077 -0.079 -0.1372
O -0.362 3.762 0.178 0.0758
B -1.682 3.131 0.015 -0.9807
F -2.710 4.105 0.341 0.1310
F -1.790 2.017 0.947 0.0393
O -1.916 2.633 -1.351 0.0195
N -1.097 1.746 -1.885 -0.1891
C -1.281 1.098 -2.996 -0.2821
C -2.554 1.269 -3.786 -0.0555
C -0.162 0.195 -3.497 -0.2168
N 0.961 0.220 -2.857 -0.0933
O 2.063 -0.444 -3.152 0.0920
B 3.388 0.188 -2.964 -0.9443
F 3.493 1.307 -3.890 0.0772
F 4.419 -0.779 -3.303 0.1042
O 3.640 0.694 -1.597 0.0811
N 2.804 1.550 -1.039 -0.1053
C 3.096 2.568 -0.295 -0.2579
C 4.528 2.918 0.019 0.0122
C -0.293 -0.648 -4.741 0.0183
H 1.305 5.286 1.163 0.0955
H 2.838 5.410 0.233 0.1094
H 2.804 4.546 1.823 0.1041
H -3.259 1.974 -3.298 0.0909
H -3.067 0.290 -3.887 0.0801
H -2.314 1.667 -4.794 0.1130
H 5.239 2.191 -0.423 0.1057
H 4.676 2.927 1.119 0.1011
H 4.764 3.923 -0.390 0.1050
H -1.291 -0.557 -5.213 0.0809
H -0.127 -1.715 -4.486 0.1110
H 0.469 -0.330 -5.484 0.1165
O 3.976 -2.600 0.331 0.0475
C 3.196 -3.714 0.133 -0.2406
C 3.838 -4.945 0.284 -0.0058
C 3.124 -6.128 0.102 -0.0704
C 1.773 -6.074 -0.230 -0.0893
C 1.134 -4.837 -0.380 -0.0345
C 1.827 -3.625 -0.203 -0.0596
C 1.035 -2.325 -0.384 -0.4703
O 1.795 -1.341 -0.257 -0.2318
N -0.242 -2.434 -0.629 0.0544
N -0.908 -1.213 -0.782 -0.2396
C -2.177 -1.312 -0.983 -0.8358
S -3.128 0.160 -1.191 1.0390
C -4.737 -0.644 -1.047 -0.4659
C -4.625 -1.994 -1.721 -0.5086
S -3.135 -2.787 -1.083 0.9947
H 3.324 -1.862 0.155 0.0711
H 4.891 -4.968 0.543 0.1220
H 3.622 -7.085 0.219 0.1080
H 1.207 -6.989 -0.374 0.0990
H 0.078 -4.818 -0.639 0.0995
H -5.507 -0.030 -1.524 0.0984
H -4.998 -0.747 0.012 0.0854
H -4.544 -1.892 -2.809 0.0835
H -5.500 -2.614 -1.506 0.0942
C -1.801 -1.622 4.847 -0.0673
C -1.485 -1.062 3.474 -0.2373
N -0.125 -0.546 3.421 0.0245
C 0.281 0.590 2.817 -0.8490
S 1.779 0.634 2.087 0.7642
N -0.498 1.691 2.790 -0.0043
C -1.400 2.142 3.840 -0.1738
C -2.702 2.654 3.254 -0.0544
H -2.818 -2.024 4.872 0.0874
H -1.717 -0.848 5.617 0.0777
H -1.107 -2.427 5.111 0.0880
H -2.213 -0.306 3.176 0.1060
H -1.544 -1.864 2.728 0.1272
H 0.588 -1.265 3.375 0.1393
H -0.057 2.445 2.273 0.1134
H -0.888 2.956 4.364 0.1452
H -1.578 1.359 4.579 0.1164
H -2.521 3.485 2.565 0.0752
H -3.367 3.006 4.049 0.0998
H -3.220 1.868 2.696 0.0811
H -1.037 0.829 1.053 0.3193
```

Entry 4:
3 unconnected molecules or ions with the total composition C23H34BrN3O4S3 at a distorted geometry, computed with the ωB97M-V functional and the def2-TZVPD basis.

Structure (SMILES): CCN(CC)C(=S)SCCC[C@H]1OS(=O)(=O)O[C@@H]1CCCBr.c1ccncc1.c1ccncc1
F_max (eV/A): 1.9
HOMO level (eV): -8.445
Electronic energy (eV): -139608.8525
LUMO energy (eV): -0.6

XYZ file:
```
68
Properties=species:S:1:pos:R:3:lowdin_charge:R:1
C -2.723 2.576 7.325 -0.0841
C -2.431 2.724 5.850 -0.3082
N -3.264 1.839 5.020 -0.2059
C -3.109 2.285 3.626 -0.2539
C -3.943 1.520 2.635 -0.0950
C -2.898 0.491 5.224 -1.0860
S -4.019 -0.661 5.128 0.7522
S -1.247 -0.015 5.775 0.8714
C -0.020 -0.153 4.430 -0.4749
C -0.355 -1.056 3.235 -0.2072
C 0.877 -1.101 2.283 -0.1042
C 0.762 -0.599 0.850 -0.2813
O 0.247 -1.647 0.010 -0.1540
S -1.157 -1.254 -0.613 0.5661
O -2.199 -1.697 0.212 -0.1945
O -1.218 -1.655 -1.956 -0.2139
O -0.902 0.307 -0.567 -0.1560
C -0.036 0.666 0.556 -0.2351
C 0.744 1.869 0.031 -0.1574
C 0.923 3.003 1.024 -0.2412
C 1.948 2.798 2.146 -0.5607
Br 3.470 1.676 1.700 0.7110
H -3.763 2.820 7.474 0.0801
H -2.478 1.602 7.720 0.0499
H -2.152 3.333 7.845 0.0761
H -2.674 3.744 5.580 0.1135
H -1.374 2.612 5.618 0.0866
H -3.459 3.308 3.603 0.1157
H -2.043 2.326 3.390 0.1027
H -4.961 1.511 2.995 0.0772
H -3.899 1.979 1.661 0.0757
H -3.663 0.486 2.531 0.0400
H 0.324 0.806 4.057 0.0492
H 0.827 -0.609 4.924 0.0743
H -1.268 -0.704 2.779 0.0865
H -0.544 -2.055 3.599 0.1138
H 1.209 -2.124 2.189 0.1267
H 1.672 -0.517 2.734 0.0825
H 1.768 -0.396 0.504 0.1141
H -0.705 0.951 1.349 0.1393
H 1.663 1.567 -0.446 0.0953
H 0.119 2.259 -0.761 0.1255
H 1.191 3.899 0.482 0.1116
H -0.021 3.194 1.514 0.1061
H 2.365 3.759 2.391 0.0490
H 1.498 2.451 3.058 0.0349
C 1.100 -3.967 -4.717 -0.0813
C 2.237 -4.754 -4.796 -0.0806
C 3.147 -4.700 -3.752 -0.1647
N 2.993 -3.931 -2.677 0.0528
C 1.893 -3.180 -2.620 -0.1441
C 0.918 -3.160 -3.606 -0.0644
H 0.365 -3.981 -5.512 0.1069
H 2.416 -5.396 -5.648 0.0991
H 4.049 -5.301 -3.770 0.1000
H 1.796 -2.564 -1.735 0.0888
H 0.049 -2.533 -3.504 0.0734
C 1.450 -0.163 -6.936 -0.0829
C 2.461 -1.086 -7.144 -0.0759
C 2.849 -1.352 -8.448 -0.1573
N 2.305 -0.774 -9.515 0.0507
C 1.334 0.110 -9.296 -0.1608
C 0.873 0.451 -8.034 -0.0770
H 1.118 0.073 -5.933 0.1037
H 2.937 -1.590 -6.313 0.0972
H 3.638 -2.067 -8.657 0.1020
H 0.909 0.564 -10.184 0.1013
H 0.081 1.178 -7.917 0.0991
```